# 1
{"formula": "C12H18FN2", "method": "the ωB97M-V functional and the def2-TZVPD basis", "smiles": "C=C(/C=C/C(C#N)=C\\F)[N+](C)(C)C(C)C", "total_charge": 1, "orbital_gap_ev": 8.2431, "species": ["C", "C", "C", "C", "C", "C", "C", "C", "C", "C", "C", "C", "N", "N", "F", "H", "H", "H", "H", "H", "H", "H", "H", "H", "H", "H", "H", "H", "H", "H", "H", "H", "H"], "coordinates": [[3.959226, 1.525405, 0.312548], [-0.002200, -0.272271, -2.177056], [2.533228, -0.195868, -0.532575], [1.369376, 0.574443, -0.371146], [4.749848, -0.762729, 0.381469], [3.778099, 0.135863, 0.078272], [0.144907, 0.183621, -0.919015], [-3.274609, -0.619634, 0.812729], [-1.256007, -1.982022, 0.206732], [-1.758501, 1.738079, -0.520506], [-0.782733, 0.826951, 1.469130], [-2.093209, -0.731086, -0.111063], [3.919790, 2.663433, 0.332347], [-1.149028, 0.491970, 0.031929], [4.438252, -2.030981, 0.098560], [-0.851123, -0.362721, -2.868978], [0.924680, -0.462877, -2.679749], [2.488979, -1.146287, -0.857231], [1.455952, 1.524439, 0.018905], [5.625338, -0.619073, 1.087979], [-3.482500, 0.299752, 1.414589], [-4.126193, -0.863409, 0.307723], [-3.165820, -1.359190, 1.561324], [-0.773140, -1.828937, 1.155138], [-0.526640, -2.292591, -0.698610], [-2.065621, -2.725461, 0.113375], [-2.901846, 1.835357, -0.327653], [-1.180346, 2.630479, -0.121155], [-1.615250, 1.886479, -1.594060], [-1.616900, 0.779001, 2.098856], [0.024094, 0.048830, 1.838549], [-0.443181, 1.892095, 1.532700], [-2.346922, -0.781067, -1.074044]], "forces_ev_per_a": [[0.18, -0.62, 0.02], [-0.30, 0.71, 0.48], [-3.20, 3.51, 1.95], [4.48, -3.19, -0.64], [-0.97, 0.23, 1.10], [2.03, 0.36, 0.28], [-3.14, -0.25, -1.02], [1.13, 1.27, 1.74], [-0.27, -0.62, -3.37], [-1.27, 2.15, -0.16], [3.15, -1.18, -0.37], [2.85, 0.70, 3.91], [0.08, 1.32, 0.30], [0.94, 0.64, -1.68], [0.73, 0.04, 0.10], [-0.09, -0.25, 1.07], [0.41, 0.18, -0.21], [-0.55, -3.15, -1.41], [0.17, 1.94, 1.12], [-0.98, -0.14, -1.44], [0.42, -0.35, -1.04], [-2.44, -0.50, -1.42], [0.09, -0.87, 0.92], [0.14, -0.79, 0.38], [-1.46, 0.95, 2.49], [0.74, -0.38, 0.97], [2.16, -0.29, 0.11], [-1.04, -1.09, -0.14], [-0.10, -0.85, 0.04], [-1.38, -0.37, 0.62], [-1.57, 1.87, -0.70], [0.19, -1.27, -0.20], [-1.13, 0.28, -3.83]]}

# 2
{"formula": "C12H18N", "method": "the ωB97M-V functional and the def2-TZVPD basis", "smiles": "CCC[N@@H+]1CCCc2ccccc21", "total_charge": 1, "orbital_gap_ev": 10.4101, "species": ["C", "H", "H", "C", "C", "H", "H", "N", "H", "C", "C", "C", "C", "C", "C", "C", "C", "C", "H", "H", "H", "H", "H", "H", "H", "H", "H", "H", "H", "H", "H"], "coordinates": [[-3.122142, -1.389775, 0.268690], [-2.606445, -1.551225, 1.215706], [-3.670088, -2.300891, 0.047708], [-2.165774, -1.077204, -0.878131], [-1.484488, 0.279731, -0.734935], [-0.849800, 0.468012, -1.601564], [-2.246189, 1.060160, -0.670938], [-0.636455, 0.366708, 0.493428], [-1.147409, -0.152679, 1.217861], [0.658996, -0.297081, 0.299488], [0.753479, -1.659784, 0.549559], [1.945725, -2.319547, 0.320018], [3.040167, -1.610997, -0.151920], [2.945925, -0.249194, -0.359408], [1.754931, 0.438284, -0.133311], [1.729670, 1.933216, -0.277132], [0.344481, 2.549064, -0.080741], [-0.440310, 1.762899, 0.958578], [-1.415924, 2.216952, 1.142186], [0.115996, 1.728979, 1.898748], [0.444291, 3.579071, 0.260077], [-0.203377, 2.575890, -1.022428], [2.129213, 2.214758, -1.252500], [2.419157, 2.337498, 0.469685], [3.807167, 0.306278, -0.696702], [3.971510, -2.120103, -0.340498], [2.019787, -3.377349, 0.512412], [-0.094649, -2.204875, 0.936084], [-2.731187, -1.051242, -1.810309], [-1.418896, -1.865922, -0.978446], [-3.847351, -0.589631, 0.398732]], "forces_ev_per_a": [[0.08, 0.01, -0.23], [0.00, -0.06, 0.16], [-0.05, -0.09, 0.09], [0.02, 0.07, 0.22], [-0.54, -0.24, -0.80], [0.02, 0.10, 0.19], [0.11, 0.04, 0.08], [-0.08, -0.33, 0.26], [0.19, 0.17, -0.06], [0.66, -0.43, -0.02], [-0.07, 0.07, 0.02], [-0.07, 0.05, 0.01], [0.00, 0.03, 0.00], [-0.19, -0.09, 0.04], [-0.10, -0.02, 0.01], [-0.03, 0.22, -0.05], [0.11, -0.17, 0.05], [0.09, 0.94, 0.17], [0.01, -0.20, -0.02], [-0.11, -0.14, -0.04], [-0.10, -0.03, 0.00], [-0.05, 0.06, 0.01], [0.03, 0.02, 0.04], [-0.02, 0.03, -0.04], [0.11, 0.08, -0.04], [0.11, -0.06, -0.01], [0.00, -0.11, 0.03], [-0.14, -0.07, 0.03], [0.10, 0.04, -0.04], [-0.01, 0.02, -0.11], [-0.09, 0.07, 0.07]]}

# 3
{"formula": "C12H18N2OS", "method": "the ωB97M-V functional and the def2-TZVPD basis", "smiles": "C=CCSc1nc(C)c(CCCC)c(=O)[nH]1", "orbital_gap_ev": 7.9123, "species": ["C", "C", "C", "H", "H", "S", "C", "N", "C", "C", "C", "O", "N", "H", "C", "H", "H", "C", "C", "C", "H", "H", "H", "H", "H", "H", "H", "C", "H", "H", "H", "H", "H", "H"], "coordinates": [[-3.335891, 3.065855, -3.040221], [-2.408236, 2.166447, -2.877971], [-1.284554, 1.843829, -3.723605], [-1.170486, 2.406739, -4.593593], [-0.806576, 0.769525, -3.886594], [0.440857, 2.472364, -2.679432], [0.695829, 1.247800, -1.450828], [-0.144030, -0.009587, -1.655948], [0.079732, -1.007048, -0.712094], [1.108946, -0.833398, 0.150513], [1.853411, 0.125263, 0.237326], [2.992199, 0.223887, 0.879023], [1.866939, 1.253858, -0.889748], [2.197466, 2.018565, -0.830684], [1.423494, -2.019287, 1.140834], [1.339923, -2.849078, 0.868832], [2.468029, -1.626821, 1.585985], [0.392044, -1.861020, 2.455423], [0.173704, -0.640105, 3.002398], [1.504620, -0.167896, 3.918889], [1.953546, -1.094293, 4.463103], [1.338387, 0.689226, 4.610671], [2.251319, -0.038913, 3.148558], [-0.072251, 0.260105, 2.564507], [-0.575465, -0.914037, 3.720910], [0.616698, -2.682442, 3.018964], [-0.478705, -2.084652, 1.985299], [-1.090030, -2.103888, -0.817699], [-1.366292, -1.969602, -1.651711], [-0.496430, -2.886009, -0.553747], [-1.834396, -1.938202, -0.096938], [-2.336670, 1.406068, -1.908226], [-4.194003, 3.152058, -2.429252], [-3.103129, 3.624690, -3.952945]], "forces_ev_per_a": [[0.94, 0.46, -1.93], [0.81, -4.60, 4.32], [4.09, -1.80, 1.42], [0.14, 1.05, -1.51], [-2.04, 2.06, 0.60], [-1.75, 0.05, -0.45], [-2.68, -4.38, -5.05], [1.78, 2.77, 2.47], [-3.30, 3.31, -3.13], [-6.88, -12.11, 1.55], [14.90, 10.88, 0.74], [-3.94, 0.14, -1.06], [-8.73, -14.71, 1.78], [6.81, 12.61, 1.78], [2.15, 16.36, 7.66], [-0.89, -12.58, -4.78], [-2.02, -1.86, -1.28], [3.25, -2.94, -7.31], [2.83, 3.70, 7.60], [-0.80, -2.41, -0.36], [-1.18, 1.52, -0.40], [0.20, -0.66, -0.71], [0.38, 0.97, 0.03], [-0.87, 1.29, -2.04], [-0.90, 0.85, 0.79], [0.68, -1.65, 2.32], [-3.07, -1.34, -1.46], [6.70, 2.11, 10.42], [-4.02, 0.85, -11.55], [0.66, -3.39, 0.14], [-0.88, 0.42, 1.06], [-0.72, 2.08, -2.38], [-0.55, 0.45, 0.43], [-1.11, 0.51, 0.29]]}

# 4
{"formula": "C12H18N3O4PS2SeSr", "method": "the ωB97M-V functional and the def2-TZVPD basis", "total_charge": -1, "spin_multiplicity": 2, "orbital_gap_ev": [5.4171, 7.5802], "species": ["Sr", "N", "C", "C", "O", "O", "H", "H", "H", "H", "C", "C", "O", "P", "S", "S", "O", "C", "C", "H", "H", "H", "H", "H", "H", "H", "H", "H", "H", "Se", "N", "C", "C", "C", "C", "C", "C", "N", "H", "H", "H", "H"], "coordinates": [[1.199358, 0.267364, 0.146200], [4.386048, 1.530728, -1.056156], [4.491566, 2.546556, -0.018714], [3.131470, 2.768360, 0.642302], [3.081891, 3.275206, 1.759097], [2.131464, 2.337815, -0.035560], [5.207427, 1.459163, -1.640508], [3.588755, 1.721471, -1.652546], [4.878141, 3.520225, -0.347149], [5.159577, 2.205156, 0.774020], [-1.485701, -2.074462, 5.447028], [-2.056742, -1.246145, 4.324806], [-1.636095, -1.805085, 3.059912], [-0.562527, -1.110430, 2.109504], [0.340743, -2.407247, 0.950213], [0.593387, 0.196092, 3.058270], [-1.438440, -0.217296, 1.034969], [-2.254753, 0.879662, 1.516103], [-2.658304, 1.705767, 0.326195], [-1.907844, -1.761377, 6.404892], [-0.403376, -1.953377, 5.493363], [-1.710169, -3.131351, 5.301666], [-1.723663, -0.210822, 4.395799], [-3.146876, -1.267230, 4.309049], [-1.673212, 1.449239, 2.242715], [-3.123968, 0.441676, 2.012349], [-1.801242, 2.187323, -0.150060], [-3.329840, 2.507414, 0.642092], [-3.164430, 1.105480, -0.429763], [2.899069, -1.031797, -2.991207], [1.385982, -0.170306, -2.347732], [0.379697, -0.633327, -3.127284], [-0.970846, -0.245366, -2.979422], [-1.948694, -0.757575, -3.803961], [-1.616548, -1.673842, -4.819161], [-0.311460, -2.070452, -4.995571], [0.720593, -1.572400, -4.162473], [2.008972, -1.936564, -4.276199], [-1.245956, 0.470502, -2.210951], [-2.977952, -0.448028, -3.667599], [-2.388439, -2.072417, -5.466377], [-0.047065, -2.778303, -5.772149]], "forces_ev_per_a": [[0.39, 0.22, -0.96], [-0.06, -0.26, -0.12], [0.15, -0.07, 0.12], [-0.12, 0.03, 0.38], [0.13, 0.13, -0.16], [-0.04, 0.49, 0.00], [0.07, 0.06, 0.06], [0.00, 0.10, 0.03], [-0.10, 0.01, -0.11], [0.04, -0.01, -0.05], [0.05, -0.06, 0.17], [0.04, -0.06, -0.21], [-0.21, 0.06, 0.11], [0.10, 0.03, 0.07], [-0.23, -0.47, 0.26], [-0.13, -0.14, 0.36], [-0.05, 0.14, 0.21], [0.16, -0.50, -0.10], [-0.10, 0.33, -0.16], [0.00, 0.03, -0.03], [0.00, 0.00, -0.04], [-0.03, 0.02, -0.03], [0.01, 0.02, 0.02], [-0.01, -0.04, 0.02], [-0.03, 0.09, 0.00], [-0.05, 0.07, 0.01], [0.07, -0.07, 0.08], [-0.02, -0.05, 0.00], [-0.02, -0.07, 0.07], [-0.20, 0.18, 0.09], [0.36, -0.45, -0.24], [-0.36, 0.19, 0.05], [0.15, 0.04, 0.08], [-0.02, -0.16, -0.20], [-0.07, 0.15, 0.17], [0.20, -0.06, -0.02], [-0.22, -0.09, -0.10], [0.08, 0.12, 0.15], [0.08, 0.01, 0.03], [-0.01, -0.01, -0.02], [-0.03, 0.02, 0.02], [0.03, 0.01, 0.02]]}

# 5
{"formula": "C12H18N6", "method": "the ωB97M-V functional and the def2-TZVPD basis", "smiles": "CC#N.CC#N.CC#N.CC#N.CC#N.CC#N", "orbital_gap_ev": 11.8184, "species": ["C", "C", "N", "H", "H", "H", "C", "C", "N", "H", "H", "H", "C", "C", "N", "H", "H", "H", "C", "C", "N", "H", "H", "H", "C", "C", "N", "H", "H", "H", "C", "C", "N", "H", "H", "H"], "coordinates": [[2.007418, -8.085190, -2.388821], [1.863088, -7.668910, -0.988591], [1.711838, -7.415550, 0.112919], [2.030368, -7.258950, -3.099381], [1.150348, -8.715940, -2.624761], [2.815668, -8.814860, -2.438291], [1.037548, 1.254980, -6.155941], [1.339348, 0.758110, -7.485711], [1.554148, 0.357470, -8.564411], [1.880488, 1.061530, -5.492531], [0.147758, 0.925870, -5.619221], [1.059598, 2.343220, -6.213841], [-1.767802, -1.665400, -0.190421], [-1.955632, -0.263270, -0.020761], [-2.118872, 0.913150, 0.196059], [-1.347642, -1.873050, -1.174511], [-2.645152, -2.214730, 0.151059], [-0.996292, -2.093800, 0.449389], [-2.257352, 4.737390, 6.271389], [-0.871062, 5.155910, 6.180939], [0.259738, 5.495560, 6.164489], [-2.697722, 4.797030, 7.266689], [-2.377392, 3.720560, 5.897579], [-2.894062, 5.415280, 5.702919], [-6.215142, 6.740880, 1.113859], [-5.487202, 7.914730, 1.642159], [-4.921762, 8.867210, 2.052799], [-5.768152, 6.849940, 0.125729], [-7.300972, 6.649580, 1.086589], [-5.801322, 5.836210, 1.559309], [6.423088, -3.909060, 1.581159], [6.438078, -4.052560, 0.131409], [6.411578, -4.173880, -0.989051], [6.711558, -4.850530, 2.048619], [5.415848, -3.559480, 1.807809], [7.166028, -3.179440, 1.903359]], "forces_ev_per_a": [[-0.53, -0.77, 0.48], [0.05, -0.19, -1.19], [-0.05, 0.31, 0.85], [0.41, -0.15, 0.20], [-0.32, 0.24, -0.04], [0.46, 0.57, -0.30], [0.95, 0.92, 0.71], [-0.10, -1.45, -2.48], [-0.41, 1.00, 2.55], [0.11, -0.35, -0.05], [-0.11, -0.21, -0.70], [-0.43, 0.10, -0.02], [0.80, -1.32, 0.26], [-0.80, 7.06, 1.71], [0.81, -6.09, -1.28], [-0.82, -0.23, -0.27], [-0.25, -0.02, -0.83], [0.25, 0.59, 0.41], [-0.80, 0.08, -0.19], [3.74, 1.16, 0.43], [-3.69, -1.12, -0.07], [0.59, -0.12, 0.25], [0.01, 0.09, -0.03], [0.16, -0.08, -0.38], [1.76, 0.27, -0.45], [0.38, 2.94, 2.38], [-1.68, -3.13, -1.45], [-0.68, -0.97, -0.70], [0.21, 0.82, 0.21], [0.01, 0.05, 0.01], [0.21, 0.16, -0.29], [0.32, 0.17, 2.46], [-0.06, -0.27, -2.68], [-0.47, -0.01, 0.05], [0.14, -0.22, 0.58], [-0.16, 0.16, -0.12]]}

# 6
{"formula": "C12H18NO", "method": "the ωB97M-V functional and the def2-TZVPD basis", "smiles": "CO/C=C/C[C@H]1C=CC=C/C1=C(/C)[NH3+]", "total_charge": 1, "orbital_gap_ev": 7.9589, "species": ["C", "C", "C", "C", "C", "C", "C", "C", "C", "C", "C", "C", "N", "O", "H", "H", "H", "H", "H", "H", "H", "H", "H", "H", "H", "H", "H", "H", "H", "H", "H", "H"], "coordinates": [[-3.503646, 0.781738, -0.681923], [-3.050739, 0.736772, 0.546405], [-2.762317, 0.137441, -1.762367], [-1.683721, 0.116655, 0.966832], [-1.544230, -0.427596, -1.517269], [-1.060353, -0.640633, -0.176748], [-0.683150, 1.280553, 1.468264], [0.343883, 1.563348, 0.375219], [0.773059, -1.817571, 1.329580], [3.888803, 0.991401, -0.483945], [1.664601, 1.189403, 0.481662], [0.076598, -1.332102, 0.020043], [0.797464, -1.862568, -1.122063], [2.464991, 1.289129, -0.627725], [-4.557516, 1.063938, -0.839027], [-3.462557, 1.186846, 1.319172], [-3.263489, 0.163264, -2.698795], [-1.913083, -0.563706, 1.730963], [-1.127012, -1.015852, -2.422101], [-1.289866, 2.229623, 1.641389], [-0.032400, 0.974304, 2.298037], [-0.005940, 2.197502, -0.460468], [0.275876, -1.171391, 2.033171], [0.344031, -2.755116, 1.546613], [1.888281, -2.003553, 1.260031], [4.153921, 0.651734, -1.366434], [3.978590, 0.221810, 0.269200], [4.297064, 1.937842, -0.166249], [2.300762, 0.788796, 1.259612], [1.136303, -2.732693, -0.930158], [1.520740, -1.171297, -1.426893], [0.035042, -2.008024, -1.864031]], "forces_ev_per_a": [[-1.27, -0.79, -0.69], [4.12, -1.95, -1.46], [0.98, 0.17, 1.39], [-0.58, 1.75, -1.84], [-1.62, -1.08, -2.48], [1.43, -0.17, 0.15], [0.39, 0.50, -1.19], [1.62, 0.49, 1.09], [-0.94, 1.03, -1.97], [-3.36, 2.11, 4.30], [-1.24, 1.01, -1.67], [0.49, -0.93, 1.85], [-2.67, 2.93, -2.75], [-0.18, -0.28, -0.70], [0.80, 0.37, -0.21], [-2.54, 1.93, 3.43], [0.21, -0.22, -0.92], [-0.19, -0.81, 1.44], [-0.52, 1.27, 1.44], [0.86, -1.39, 0.27], [-0.97, 0.10, 0.41], [0.53, -0.83, 0.11], [1.18, 0.37, 1.04], [-0.45, -1.55, 0.25], [-1.25, 1.09, 0.39], [1.78, -1.32, -4.25], [0.43, -0.21, 0.36], [0.94, -0.07, -0.06], [-1.02, -0.26, 0.98], [1.74, -2.94, 0.67], [-0.44, -0.73, -0.05], [1.75, 0.43, 0.67]]}

| no. | electronic energy (eV) |
| --- | --- |
| 1 | -18422.362 |
| 2 | -14220.422 |
| 3 | -28587.949 |
| 4 | -122544.720 |
| 5 | -21673.026 |
| 6 | -16262.631 |